The following is a DFT calculation (ωB97M-V/def2-TZVPD) of a single CHCl4P molecule at a distorted geometry.

The geometry in XYZ format:
```
7
Properties=species:S:1:pos:R:3:forces:R:3:lowdin_charge:R:1
C -0.1981 -0.5666 -0.5613 -0.691 -1.334 0.164 -1.842
P 0.8750 1.0107 0.1987 -0.251 2.432 -0.316 0.351
Cl -1.3466 -1.3823 0.7349 0.194 -0.209 -0.190 0.324
Cl -1.2149 0.2747 -1.6643 -0.515 0.472 -0.617 0.518
Cl 0.9107 -1.6111 -1.3846 0.222 -0.698 -0.077 0.513
Cl 1.1862 0.4921 2.0286 1.091 -1.279 2.006 0.232
H -0.2124 1.7826 0.6479 -0.051 0.615 -0.970 -0.096
```
Positions in Å, forces in eV/Å.

The strongest force on any atom comes out at 2.62 eV/A. The calculation puts the electronic energy at -60426.7739 eV. The gap between HOMO and LUMO (spin up / spin down) is 0.2189 / 0.2499 hartree. As for the expectation value of S²: 2.007. As for the spin multiplicity: 3. Its molecular weight is 185.81 u. As for the relative energy (zero: lowest compared OMol25 entry of this formula, charge and spin): 1.545 eV.


The following is a DFT calculation (ωB97M-V/def2-TZVPD) of 7 unconnected molecules or ions with the total composition C26H69N3O11 at a distorted geometry.

The geometry in XYZ format:
```
109
Properties=species:S:1:pos:R:3:forces:R:3:lowdin_charge:R:1
C -1.5912 -1.6407 -2.0785 1.531 -0.064 0.729 -0.105
O -0.9513 -2.2492 -3.1979 0.516 0.970 1.664 -0.147
C 0.3880 -2.5691 -2.8376 -0.989 -3.525 -2.517 -0.236
C 0.3767 -3.8171 -1.9793 1.730 0.140 1.163 -0.177
N 1.7007 -4.5528 -2.1037 -0.244 -0.341 -0.129 -0.036
C 2.9486 -3.7219 -2.2132 -0.893 -1.099 -1.974 -0.141
C 4.2665 -4.5454 -2.3377 -3.731 0.117 2.124 -0.306
O 5.3155 -4.0035 -2.9073 3.395 2.852 -2.909 -0.138
C 5.9029 -4.6853 -3.9885 -0.850 -1.124 -0.534 -0.085
H -2.5701 -1.5239 -2.3405 -2.793 0.093 -0.561 0.059
H -1.2408 -0.6564 -1.8357 0.741 0.953 -0.496 0.067
H -1.5201 -2.0891 -1.0678 0.036 -0.916 -0.751 0.085
H 0.9812 -1.8395 -2.4061 0.768 2.130 0.651 0.083
H 0.8465 -2.9480 -3.7848 -0.184 0.775 0.479 0.138
H -0.5248 -4.3777 -2.2894 0.829 -0.317 0.159 0.133
H 0.2715 -3.5277 -0.9054 -0.316 -0.177 -0.459 0.091
H 1.7185 -5.2372 -1.3076 0.051 2.084 -1.880 0.019
H 3.0856 -2.9456 -1.5032 -0.024 0.705 1.115 0.074
H 2.8108 -3.2457 -3.1706 0.330 0.592 -0.413 0.099
H 4.0044 -5.5105 -2.5904 -0.529 -2.256 -1.761 0.093
H 4.5901 -4.7009 -1.3799 0.525 -0.463 3.341 0.091
H 6.8037 -4.2368 -4.4123 -0.314 0.570 0.479 0.088
H 5.1661 -4.8471 -4.8015 0.304 0.217 0.206 0.100
H 6.1899 -5.6798 -3.6446 0.149 -0.266 -0.008 0.084
C 0.5983 -0.6282 5.7986 -0.082 -0.028 0.043 -0.099
O 0.0367 -1.1327 4.6328 -1.010 -1.175 -1.784 -0.278
C 0.4301 -2.4849 4.2329 -2.837 0.227 -0.693 -0.148
C 1.7163 -2.5044 3.4206 -0.366 -1.588 1.876 -0.214
N 1.9673 -3.8159 2.8491 1.689 0.603 1.743 -0.071
C 1.3487 -3.9941 1.5953 0.163 0.257 -2.050 -0.212
C 1.8141 -5.3568 1.1308 2.974 1.244 9.260 -0.380
O 1.5467 -5.8219 0.0190 -3.381 -5.993 -6.860 -0.162
C 2.4256 -6.9360 -0.3342 0.559 0.651 2.133 0.014
H 1.5821 -0.2871 5.4548 0.363 0.043 1.342 0.091
H 0.5187 -1.4884 6.4539 0.996 0.253 1.026 0.088
H -0.0101 0.2044 6.2400 0.446 -0.637 -0.758 0.109
H -0.4750 -2.8608 3.6086 1.515 0.911 0.550 0.146
H 0.3461 -3.2226 5.0735 0.880 0.852 -0.264 0.134
H 2.5402 -2.3254 4.0663 0.752 0.169 1.068 0.113
H 1.8313 -1.7381 2.7240 -0.660 1.597 -1.553 0.079
H 3.0042 -3.7798 2.7188 -1.215 -0.720 -0.087 0.136
H 1.7738 -3.2017 0.9352 -0.750 -0.473 -0.371 0.110
H 0.2669 -3.9027 1.6278 -0.157 0.059 0.179 0.128
H 1.6381 -6.1314 1.9835 -0.269 1.171 -0.749 0.163
H 2.8973 -5.2691 1.1967 0.993 0.346 0.411 0.118
H 2.8684 -7.4722 0.5280 -0.735 0.528 0.039 0.118
H 3.2051 -6.4183 -0.7771 2.066 0.671 -0.919 0.047
H 2.1467 -7.6712 -1.0230 -1.745 -0.616 -1.032 0.089
C -2.1697 2.3436 -0.5452 0.100 2.907 0.815 -0.098
O -2.7412 3.1088 -1.5934 -0.953 -0.577 -0.577 -0.179
C -3.5936 4.1481 -1.1464 2.432 0.935 1.541 -0.240
C -4.4739 4.7583 -2.2353 0.786 0.946 1.473 -0.199
N -3.6008 5.2004 -3.2869 0.238 -0.996 -1.106 -0.058
C -4.2282 5.1827 -4.5814 1.854 -0.681 0.008 -0.185
C -3.3051 5.6691 -5.6754 -5.568 4.538 0.874 -0.396
O -2.4150 4.8438 -5.9454 7.794 -5.786 -3.151 -0.126
C -1.5394 5.2127 -7.0404 -0.960 -0.250 -2.007 -0.064
H -2.8805 2.0238 0.2069 -0.506 0.150 0.127 0.063
H -1.4142 3.0225 -0.0073 -0.656 -1.204 -0.580 0.104
H -1.7462 1.4756 -0.9472 0.973 -1.017 -0.778 0.053
H -2.8372 4.8503 -0.5493 -1.638 -0.345 -1.437 0.145
H -4.2148 3.7912 -0.3667 -0.967 -0.662 1.002 0.086
H -4.9858 5.6852 -1.8714 -0.046 -0.899 0.489 0.129
H -5.2728 4.0287 -2.4430 0.565 0.188 -0.743 0.131
H -3.3490 6.1528 -3.1330 0.350 0.568 0.467 0.108
H -5.0609 5.7630 -4.5489 -2.768 2.295 -0.270 0.081
H -4.6360 4.2117 -4.7639 0.291 -0.999 -0.457 0.125
H -2.8765 6.6402 -5.4999 0.102 1.239 1.055 0.122
H -3.8826 5.8759 -6.5693 -1.107 0.173 -0.581 0.117
H -0.9848 4.2998 -7.4296 -1.133 1.013 0.556 0.104
H -0.7701 5.9463 -6.8471 0.210 0.294 1.119 0.064
H -2.1034 5.7875 -7.9397 0.592 -1.752 1.868 0.129
C -0.6264 -0.1241 1.4654 2.593 0.152 -2.417 -0.085
C -2.0502 -0.0756 1.8550 -1.274 1.798 2.038 -0.313
O -2.1597 -0.3987 3.2302 -1.444 -1.149 0.153 -0.088
H -0.4970 -0.9751 0.7415 0.183 0.878 0.320 0.072
H 0.1860 -0.3233 2.2353 -1.641 0.336 -0.415 0.071
H -0.3137 0.8558 0.9509 -0.358 -1.593 0.422 0.079
H -2.7651 -0.6306 1.2187 0.604 -0.451 0.495 0.122
H -2.4868 0.9472 1.8480 0.639 -0.166 -0.643 0.074
H -1.3427 -0.2295 3.7069 0.261 -0.120 -0.116 0.033
C -3.7653 3.5263 3.2194 -2.229 -0.606 2.104 -0.083
C -2.9010 4.5333 2.6112 0.666 -0.999 -0.909 -0.298
O -1.7156 3.7804 2.4236 1.037 -0.146 -0.721 -0.113
H -4.1011 2.5932 2.6784 0.477 1.430 0.075 0.108
H -4.6130 4.0898 3.6600 -0.152 -0.705 -0.395 0.094
H -3.2244 3.1904 4.1066 -0.224 -0.308 0.047 0.073
H -2.6568 5.3161 3.2935 -0.319 0.867 0.524 0.117
H -3.2957 4.9078 1.6800 0.022 0.349 -0.435 0.092
H -1.0251 4.3452 2.0911 0.478 0.286 -0.304 0.093
C 2.5824 -0.6989 -0.1030 1.310 1.169 0.123 -0.102
C 2.5048 0.7565 0.2664 -0.591 1.481 0.476 -0.285
O 1.7434 1.4210 -0.7799 0.185 -1.137 0.104 -0.092
H 1.6296 -1.1120 -0.2196 -1.530 -0.714 -0.138 0.028
H 3.1422 -1.2355 0.6574 0.146 -0.198 -0.020 0.079
H 3.1022 -0.7105 -1.0561 0.134 -0.429 -0.115 0.084
H 3.5540 1.1746 0.2514 -1.072 -0.252 0.534 0.130
H 1.9293 0.9613 1.2437 1.409 -0.471 -1.196 0.093
H 1.8271 2.3625 -0.7001 0.134 0.615 0.158 0.064
C 1.1243 2.0578 3.5018 0.434 -1.380 -1.106 -0.267
C 0.4184 2.8062 4.5660 0.556 -2.787 1.090 -0.275
O -0.9019 2.4850 4.7213 -1.531 -0.708 0.158 -0.039
O 2.4832 2.4320 3.3600 -0.066 0.182 0.128 -0.037
H 0.5771 2.0814 2.5561 0.026 0.237 -0.199 0.102
H 1.2402 1.0159 3.7500 -0.661 -0.526 0.230 0.091
H 0.5397 3.8061 4.4184 0.715 3.166 -0.020 0.097
H 0.8593 2.3910 5.4520 0.708 0.833 0.934 0.121
H -1.3596 2.8313 3.9544 -0.373 0.048 -0.478 0.024
H 2.4533 3.2139 2.8309 0.534 0.935 -0.459 0.072
```
Positions in Å, forces in eV/Å.

The strongest force on any atom comes out at 10.21 eV/A. The calculation puts the electronic energy at -55060.2594 eV. The gap between HOMO and LUMO is 0.2945 hartree. As for the SMILES: COCCNCCOC.COCCNCCOC.COCCNCCOC.OCCO.CCO.CCO.CCO. As for the spin multiplicity: 1. Its molecular weight is 599.85 u. As for the relative energy (zero: lowest compared OMol25 entry of this formula, charge and spin): 6.612 eV.


The following is a DFT calculation (ωB97M-V/def2-TZVPD) of a gas-phase ion, C9H11N2 (charge +1) at a distorted geometry.

The geometry in XYZ format:
```
22
Properties=species:S:1:pos:R:3:forces:R:3:lowdin_charge:R:1
C 2.9896 0.9750 0.5663 -0.255 0.624 -1.452 -0.026
C 1.6734 1.5302 0.4265 1.368 1.839 0.893 -0.055
C 3.2782 -0.3285 0.1614 -1.180 -1.349 0.493 -0.056
C 0.6679 0.7596 -0.0450 -0.291 -0.082 0.075 -0.051
C -0.1592 -1.4328 -0.7335 -1.343 0.055 1.421 0.006
C -2.1367 -0.3456 0.0285 -1.740 1.370 2.024 -0.453
C 2.2405 -1.1392 -0.3418 -0.353 0.678 -0.075 0.010
C 0.9315 -0.5668 -0.4172 0.683 -0.237 -0.215 -0.191
C -2.8582 0.5598 -0.8479 -2.102 -0.409 -1.053 0.016
N -1.3980 -1.2753 -0.4103 2.592 -1.516 -1.737 0.186
N -2.4038 -0.3077 1.3254 -2.733 3.599 -0.432 0.234
H 3.8492 1.6258 0.6700 -0.173 0.131 0.899 0.114
H 1.3762 2.6174 0.6945 1.178 -1.940 -0.397 0.150
H 4.1970 -0.9001 0.3659 -0.012 1.129 -0.353 0.124
H -0.2971 1.2781 -0.1023 0.180 -0.782 -0.211 0.115
H 0.0995 -2.4047 -1.0103 0.299 -1.528 -0.966 0.121
H 2.5116 -2.1743 -0.6875 -0.779 1.118 0.450 0.142
H -2.1083 -1.0302 1.8562 1.326 -2.648 2.193 0.088
H -3.9287 0.1781 -0.9559 1.279 0.388 0.216 0.144
H -2.4353 0.5060 -1.8256 0.282 0.252 -0.714 0.093
H -2.9341 1.5697 -0.4982 0.151 0.510 0.327 0.096
H -3.1550 0.3055 1.7808 1.626 -1.202 -1.387 0.192
```
Positions in Å, forces in eV/Å.

The strongest force on any atom comes out at 4.54 eV/A. The calculation puts the electronic energy at -12484.2273 eV. Its charge is +1. The gap between HOMO and LUMO is 0.3233 hartree. As for the SMILES: CC(=[NH2+])/N=C\c1ccccc1. As for the spin multiplicity: 1. Its molecular weight is 147.20 u. As for the relative energy (zero: lowest compared OMol25 entry of this formula, charge and spin): 1.183 eV.